This record from the OMol25 dataset describes C8H16CuNO2 as an isolated structure at a distorted geometry. The level of theory is ωB97M-V/def2-TZVPD.

XYZ file:
```
28
Properties=species:S:1:pos:R:3:lowdin_charge:R:1
C -1.41049 -0.93245 1.60636 -0.124
C -0.44135 0.02778 2.52800 -0.259
C -0.44048 1.57943 2.00132 -0.223
C 0.07703 1.79615 0.46226 -0.220
C 1.26178 0.77729 -0.02981 -0.184
C 1.25327 0.84665 -1.70107 -0.159
C 0.51364 -0.44860 -2.39477 -0.304
N 1.29061 -1.76689 -2.19817 -0.043
C -1.03159 -0.70275 -1.88968 -0.408
O -2.02640 0.18829 -1.90827 -0.142
O -1.35023 -2.08464 -1.40007 -0.313
H -2.24009 -1.46551 2.23724 0.075
H -0.71694 -1.74731 1.11445 0.037
H -1.95354 -0.23413 0.83712 0.117
H 0.64840 -0.45939 2.51044 0.107
H -0.82234 -0.00367 3.64011 0.103
H -1.57850 1.94037 2.02143 0.121
H 0.10720 2.29268 2.78662 0.116
H -0.87473 1.81787 -0.22621 0.107
H 0.53191 2.89921 0.41845 0.121
H 1.09458 -0.35080 0.23148 0.095
H 2.29379 1.21524 0.33885 0.114
H 2.40031 0.79487 -2.02515 0.109
H 0.79344 1.84436 -2.11166 0.119
H 0.45223 -0.30652 -3.57578 0.146
H 2.23539 -1.63322 -2.66373 0.065
H 0.81493 -2.50618 -2.79467 0.076
Cu -0.88183 -3.37813 2.18489 0.749
```

The frontier orbital gap is 3.640 eV. As for the HOMO energy: -7.0 eV. For the total energy, the calculation gives -58771.8474 eV.

This record from the OMol25 dataset describes C17H17Cl2NO4S2 as an isolated structure at a distorted geometry. The level of theory is ωB97M-V/def2-TZVPD.

XYZ file:
```
43
Properties=species:S:1:pos:R:3:lowdin_charge:R:1
O 4.05827 -0.71880 -1.30582 -0.251
S 3.17376 -1.74829 -1.17911 0.590
O 3.34792 -2.93805 -2.08372 -0.302
N 3.45484 -2.28073 0.39345 -0.095
H 3.21214 -3.05691 0.60738 -0.032
C 3.39151 -1.39966 1.53409 -0.212
C 1.97101 -1.39264 2.19629 -0.382
H 1.24498 -0.95173 1.14683 0.165
H 1.70144 -2.22483 2.35899 -0.053
S 1.80363 -0.02240 3.37544 0.902
C 1.47097 1.29662 2.22876 -0.504
C 0.19117 1.52778 1.71463 -0.268
C -0.05572 2.55774 0.83662 0.018
C -1.50391 2.51824 0.25845 -0.684
C -2.44082 2.03096 0.86712 -0.661
C -2.24194 1.00269 2.11469 -0.016
C -0.96528 0.99128 2.63805 -0.013
H -0.77397 0.24305 3.41968 0.073
H -3.19306 0.66964 2.38736 0.051
Cl -4.15613 2.06694 0.41248 0.659
Cl -1.64331 3.65280 -1.09479 0.673
H 0.67246 2.66433 0.27992 0.014
H 2.16971 1.38703 1.51123 0.046
H 1.67171 2.07828 3.13768 0.144
H 3.67857 -0.34733 0.71537 0.209
H 3.95128 -1.58336 2.22968 0.001
C 1.65201 -1.20543 -1.19584 -0.325
C 0.50413 -2.25419 -1.26842 0.036
C -0.70699 -1.90555 -1.12345 -0.269
C -1.07248 -0.47665 -1.44960 -0.204
C -0.01959 0.40648 -1.90766 0.055
C 1.40850 0.08652 -1.74981 0.028
H 2.09842 0.65354 -1.90008 0.009
H -0.16829 1.49642 -1.98715 0.082
O -2.25652 0.01545 -1.52989 -0.014
C -3.38903 -0.97935 -1.16706 -0.109
C -2.95025 -2.17774 -1.59511 -0.211
H -3.83602 -3.19489 -0.92562 0.252
O -1.73653 -2.77034 -1.03971 -0.032
H -3.00214 -2.54349 -2.63123 0.138
H -4.34301 -0.55134 -1.21320 0.100
H -3.22587 -1.10283 0.14657 0.214
H 0.88768 -3.29725 -0.85185 0.178
```

The frontier orbital gap is 8.305 eV. As for the HOMO energy: -8.5 eV. For the total energy, the calculation gives -74283.7568 eV. The value obtained for the relative energy (zero: lowest compared OMol25 entry of this formula, charge and spin) is 1571.5 kJ/mol.

This record from the OMol25 dataset describes a 2-piece molecular cluster, H4NS overall at a distorted geometry. The level of theory is ωB97M-V/def2-TZVPD.

XYZ file:
```
6
Properties=species:S:1:pos:R:3:lowdin_charge:R:1
N -2.04349 -0.37148 0.58622 -0.211
H -2.07079 0.01163 1.53790 -0.144
H -2.35380 -1.32800 0.74157 -0.165
H -1.04683 -0.21530 0.36060 -0.160
S 1.21166 0.30171 -0.45792 -0.834
H 1.34376 -0.64237 0.49294 -0.486
```

The spin multiplicity is 2. As for the expectation value of S²: 0.751. The net charge is -2. The frontier orbital gap (spin up / spin down) is 2.606 / 6.923 eV. As for the HOMO energy (spin up / spin down): 4.9 / 0.7 eV. For the total energy, the calculation gives -12386.2640 eV. The value obtained for the relative energy (zero: lowest compared OMol25 entry of this formula, charge and spin) is 38.4 kJ/mol.

This record from the OMol25 dataset describes C30H45LaN3O7P2 as an isolated structure at a distorted geometry. The level of theory is ωB97M-V/def2-TZVPD.

XYZ file:
```
88
Properties=species:S:1:pos:R:3:lowdin_charge:R:1
La 0.16685 -0.16657 -0.06752 1.710
C 3.36231 0.18439 1.91647 -0.196
C 2.70191 1.41362 1.63775 -0.262
C 1.86977 0.59227 3.62162 -0.210
C 2.87874 -0.29210 3.16192 -0.196
C 1.77336 1.65863 2.69102 -0.191
C 4.36163 -0.49480 1.06666 -0.015
H 4.22510 -0.23780 0.00495 0.073
H 4.26609 -1.58447 1.16794 0.086
H 5.39703 -0.22683 1.34059 0.110
C 3.35796 -1.48693 3.88167 -0.025
H 3.63931 -2.29557 3.19365 0.073
H 2.57556 -1.86977 4.55554 0.080
H 4.24203 -1.25770 4.50720 0.108
C 1.07199 0.42806 4.85100 -0.027
H 1.67450 0.59667 5.75599 0.101
H 0.65713 -0.58603 4.91725 0.068
H 0.23639 1.13807 4.86087 0.081
C 0.82241 2.79366 2.81495 -0.022
H 1.10138 3.45862 3.64897 0.109
H -0.19508 2.42437 3.02064 0.080
H 0.78638 3.40157 1.90330 0.067
C 2.94754 2.30235 0.46829 -0.062
H 3.61108 3.14004 0.73510 0.098
H 2.01502 2.74525 0.08782 0.058
H 3.43130 1.76437 -0.35306 0.054
C -0.92265 -1.11335 -4.55642 -0.132
C 0.37510 -0.71462 -4.69690 -0.275
C 0.62622 0.48021 -5.62303 -0.180
C -0.17281 1.73356 -5.23610 -0.182
C -0.58648 1.84695 -3.80576 -0.151
C -1.90495 1.68845 -3.54901 -0.157
C -2.76832 0.71635 -4.30470 -0.151
C -2.06325 -0.36138 -5.15822 -0.161
H 0.37319 0.21660 -6.66937 0.133
H -1.05840 1.76248 -5.89244 0.110
H 1.69910 0.69571 -5.63894 0.099
H -1.81048 0.07528 -6.12882 0.105
H -1.16599 -2.04452 -4.03281 0.108
H 1.23199 -1.42330 -4.75630 0.088
H -2.83321 -1.09461 -5.42268 0.126
H -3.45079 0.22515 -3.60501 0.112
H -2.44585 2.27759 -2.79963 0.071
H -3.42707 1.27605 -4.98394 0.131
H 0.38582 2.62124 -5.57359 0.132
H 0.15913 2.17545 -3.04055 0.111
P 1.21306 -1.11692 -2.52770 0.801
P -1.57345 2.16847 -0.34297 0.821
C -1.14525 -0.47298 -1.95956 -0.564
C -2.10203 0.36184 -1.17353 -0.458
H -1.61384 -1.38597 -2.34782 0.075
H -0.66049 0.08586 -2.80115 -0.024
H -2.94817 0.62329 -1.81317 0.062
H -2.56579 -0.22499 -0.35382 0.063
C -2.91859 2.20270 0.84974 -0.272
H -2.58497 2.76959 1.72906 0.050
H -3.20868 1.19868 1.19663 0.012
H -3.78587 2.70308 0.39933 0.063
C -1.68425 3.76433 -1.19599 -0.292
H -2.72323 3.99651 -1.44665 0.055
H -1.07423 3.80885 -2.10942 0.032
H -1.30311 4.54514 -0.51416 0.063
C 1.50925 -2.83697 -3.03139 -0.289
H 2.45322 -2.90343 -3.58384 0.052
H 0.68202 -3.22738 -3.63776 0.047
H 1.59233 -3.41977 -2.08883 0.046
C 2.15180 0.32375 -3.12205 -0.299
H 2.69365 0.83271 -2.31360 0.024
H 1.48345 1.04850 -3.59085 0.000
H 2.86253 -0.01597 -3.87643 0.063
O -2.63289 -3.41876 7.15241 0.075
N -1.64152 -3.63715 6.42265 -0.321
O -0.65677 -4.29871 6.82143 0.071
C -1.63127 -3.09229 5.10013 -0.133
C -2.71239 -2.26636 4.72131 0.128
C -2.57526 -1.55117 3.53578 -0.052
C -1.33718 -1.49782 2.79309 -0.239
O -1.08193 -0.51717 1.98409 -0.218
C -0.39807 -2.56408 3.06389 -0.064
C -0.52614 -3.31636 4.25476 0.118
N 0.63855 -2.90621 2.12011 -0.235
O 0.61952 -2.33834 0.95360 -0.194
O 1.52099 -3.73382 2.40431 0.115
N -3.73725 -0.86154 3.01001 -0.281
O -4.64440 -0.51254 3.79514 0.096
O -3.77052 -0.64599 1.77269 0.025
H -3.63135 -2.19418 5.31181 0.149
H 0.23051 -4.05906 4.52235 0.144
```

The net charge is +1. The frontier orbital gap (spin up / spin down) is 5.684 / 4.478 eV. As for the HOMO energy (spin up / spin down): -10.1 / -8.9 eV. For the total energy, the calculation gives -70058.2080 eV. The value obtained for the relative energy (zero: lowest compared OMol25 entry of this formula, charge and spin) is 863.2 kJ/mol.

This record from the OMol25 dataset describes a 2-piece molecular cluster, C12H17NS overall at a distorted geometry. The level of theory is ωB97M-V/def2-TZVPD.

XYZ file:
```
31
Properties=species:S:1:pos:R:3:lowdin_charge:R:1
C -3.33065 -1.38942 0.68568 -0.571
C -3.86549 -0.14171 -0.01967 -0.169
C -0.87622 -1.82883 -0.66977 -0.408
S -1.54277 -1.34298 0.92912 0.803
H -3.79856 -1.48001 1.66725 0.063
H -3.55770 -2.32961 0.16458 0.070
H -3.24201 0.07395 -0.89478 0.058
H -3.69657 0.69992 0.65122 0.061
H 0.18848 -1.62496 -0.60393 0.016
H -1.00393 -2.90872 -0.76720 0.026
H -1.35433 -1.50811 -1.59930 0.047
H -4.92739 -0.20951 -0.22926 0.065
C 1.66823 0.54121 2.77063 -0.049
C 0.93159 1.07302 -0.85536 -0.240
C 1.76253 0.54237 0.14189 -0.169
C 1.25634 0.96528 1.40603 -0.255
C 0.22353 1.80661 1.13465 -0.077
C 2.38790 0.28551 -2.53213 -0.105
C 1.21741 0.93972 -2.22505 -0.022
C 3.22809 -0.25987 -1.53890 -0.102
C 2.92360 -0.16765 -0.19797 -0.023
N 0.05298 1.90428 -0.23251 0.082
H 2.74232 0.24587 -3.55368 0.096
H 0.58763 1.29048 -3.03206 0.106
H 4.13870 -0.75529 -1.84220 0.093
H 3.66036 -0.39233 0.55845 0.108
H -0.69792 2.44619 -0.61614 0.149
H -0.37813 2.38020 1.82313 0.124
H 1.40374 1.24033 3.56481 0.077
H 2.72683 0.30888 2.89617 0.071
H 1.17142 -0.40484 3.01630 0.075
```

The frontier orbital gap is 8.498 eV. As for the HOMO energy: -7.7 eV. For the total energy, the calculation gives -25045.0408 eV. The value obtained for the relative energy (zero: lowest compared OMol25 entry of this formula, charge and spin) is 76.6 kJ/mol.